70
Properties=species:S:1:pos:R:3:mulliken_charge:R:1 method="wB97M-V/def2-TZVPD" gap_ev="4.48 / 3.82" total_energy_ha=-4034.58599 total_charge=+3 homo_energy_ev="-16.188 / -16.498" de_lowest_ev=0.0000
Lu -0.4023 -0.7141 0.2394 0.9466
Cl -2.3999 -5.8834 2.6910 -0.1371
S -1.6575 1.6091 -0.0591 -0.2895
P -1.1570 -1.1873 -2.3912 0.8832
P 1.2521 -2.8793 -0.3102 0.5527
P 1.5863 -0.1229 2.0616 0.9624
N -1.7700 -2.1609 1.5201 -0.0800
C -0.6091 2.9085 -0.4220 1.0114
C -1.3960 7.6073 -0.3516 -0.4948
C -2.2198 -2.6003 -2.8484 -1.2654
C 2.7702 -2.5384 -1.2978 -1.1624
C 2.0050 -3.8215 1.0802 -1.1695
C -0.2874 7.6890 -1.0987 -0.6357
C 0.3712 2.8258 -1.4097 -0.1538
C 0.1539 -1.3021 -3.6746 -1.2840
C -2.5899 -4.1940 2.5052 -0.1234
C 1.0855 5.0646 -0.8961 -0.7599
C 0.1376 5.1341 0.1408 -0.4931
C 1.9831 -1.1261 3.5369 -1.3847
C -1.6738 -3.5140 1.7012 -0.4320
C -3.6291 -3.5209 3.1367 -0.2180
C 3.2618 0.2831 1.4129 -1.4577
C -2.1532 0.2072 -3.0272 -1.2366
C -3.7092 -2.1451 2.9445 -0.7467
C -0.7417 4.0939 0.3454 -0.7527
C 1.0817 1.4852 2.7832 -1.2747
C 1.2509 3.8859 -1.6189 -0.9751
C 0.5864 -4.3181 -1.2509 -1.1816
C -2.7729 -1.4927 2.1400 -0.1277
H 0.3624 -4.0639 -2.2921 0.3512
H -0.8623 -4.0468 1.2042 0.3409
H -3.0732 0.3194 -2.4301 0.3918
H 1.3928 -0.7659 4.3867 0.4728
H 0.6890 7.8786 -0.6322 0.4340
H 0.0243 1.4249 3.0814 0.4107
H 1.2017 2.2843 2.0417 0.3039
H 3.1384 0.8516 0.4844 0.3419
H 0.9197 -0.5474 -3.4688 0.3145
H -3.1842 -2.4876 -2.3439 0.4258
H 0.0175 6.0405 0.7307 0.9487
H -1.4971 4.1521 1.1264 0.4498
H 3.7927 0.8892 2.1556 0.4827
H -4.4922 -1.5553 3.4061 0.4429
H -0.2954 7.6839 -2.1929 0.2882
H -1.5815 1.1445 -2.9592 0.2707
H 3.2713 -3.4967 -1.4728 0.4389
H 0.6171 -2.2971 -3.6725 0.3768
H -2.4064 -0.0056 -4.0719 0.5034
H 2.7524 -3.2267 1.6191 0.3891
H 1.6582 5.9494 -1.1465 0.4331
H 1.2260 -4.1498 1.7789 0.3439
H -2.8213 -0.4080 1.9798 0.4294
H 2.4855 -4.7046 0.6394 0.5585
H -1.3363 7.7321 0.7361 0.3036
H 2.5037 -2.0761 -2.2532 0.2894
H 3.0535 -1.0335 3.7576 0.4519
H 2.0752 3.7793 -2.3401 0.4557
H 0.9464 0.1625 -0.8335 0.0452
H -4.3425 -4.0741 3.7504 0.4841
H 3.4313 -1.8701 -0.7374 0.2824
H -1.7661 -3.5545 -2.5458 0.3219
H 0.5205 1.8957 -1.9549 0.3477
H -0.3223 -4.6928 -0.7632 0.3296
H 1.3551 -5.1004 -1.2206 0.5982
H 1.7037 1.6800 3.6661 0.4819
H -2.3927 7.5242 -0.7799 0.2921
H -0.3114 -1.1058 -4.6464 0.5262
H -2.3607 -2.5790 -3.9341 0.4425
H 1.7387 -2.1819 3.3554 0.2764
H 3.8113 -0.6406 1.2095 0.4077

***

40
Properties=species:S:1:pos:R:3:mulliken_charge:R:1 method="wB97M-V/def2-TZVPD" gap_ev=6.29 total_energy_ha=-1768.79038 total_charge=-1 homo_energy_ev=-4.585 de_lowest_ev=4.8033
S -28.7218 14.5855 -11.3018 1.0479
F -28.4187 13.8332 -13.9383 -0.2161
F -29.2832 15.8314 -13.5352 -0.2095
F -27.1594 15.3378 -13.2698 -0.2266
O -28.7233 15.9544 -10.6496 -0.6696
O -32.0638 18.7483 -7.1701 -0.6183
O -31.2514 12.7152 -6.5467 -0.4803
O -32.5751 17.0540 -8.2456 -0.6313
O -33.7008 11.1284 -11.1824 -0.2429
O -33.8126 13.6018 -6.6865 -0.4425
O -33.7404 17.5763 -6.5105 -0.6972
O -30.0050 13.9170 -11.1212 -0.5908
O -27.6557 13.7325 -10.7723 -0.6786
N -34.5984 13.9192 -12.1667 -0.4898
N -32.8405 17.8256 -7.3468 0.9698
C -33.6076 9.7761 -10.8127 -0.8026
C -31.9297 13.0554 -5.4166 -0.4013
C -33.4145 12.7888 -5.5984 -0.4748
C -33.9864 11.4678 -12.5674 -0.6932
C -35.0580 12.6200 -12.6679 0.3696
C -35.5561 12.8577 -14.0665 -1.6233
C -28.4070 14.8866 -13.1920 0.5774
Li -32.9337 13.6544 -9.5853 0.8552
H -33.7710 14.4998 -6.3499 0.2789
H -33.3590 9.6333 -9.7611 0.2413
H -31.3714 12.6708 -4.5630 0.3538
H -34.6361 9.4170 -10.8503 0.3466
H -34.3114 10.5856 -13.1190 0.3985
H -36.1153 13.7878 -14.1684 0.4724
H -33.1925 12.0138 -13.0770 0.2264
H -34.7617 12.8886 -14.8122 0.3763
H -36.2541 12.0764 -14.3675 0.3767
H -35.3829 14.4382 -11.7990 0.2433
H -31.8315 14.1347 -5.3005 0.3043
H -33.0187 9.2118 -11.5357 0.3071
H -30.4178 13.1911 -6.5337 0.3185
H -35.8154 12.3966 -11.9167 0.3508
H -33.8814 13.1837 -4.6961 0.2539
H -34.3292 14.4291 -12.9960 0.2120
H -33.7438 11.7570 -5.7211 0.3081

***

73
Properties=species:S:1:pos:R:3:mulliken_charge:R:1 method="wB97M-V/def2-TZVPD" gap_ev=3.26 total_energy_ha=-3814.51950 total_charge=0 homo_energy_ev=-5.610
Cs -0.7976 -5.9902 2.0849 1.0135
V -3.8462 0.8964 -1.5159 0.8622
K -3.7902 -7.1052 -1.8327 0.9753
S 1.0055 3.2246 -4.9510 1.2043
F -1.7569 -6.5142 -1.3899 -0.8973
O 2.3703 4.3412 7.3888 -0.6100
O 1.9510 4.0700 -4.3324 -0.6061
O -2.3993 2.4726 6.5135 -0.5357
O 0.4931 -0.1436 4.1779 -0.6893
O -0.1319 2.7419 -4.2664 -0.4858
O 2.7028 5.5234 5.6121 -0.6136
O 3.8252 3.6935 5.9175 -0.6555
O 0.5338 3.8840 -6.3202 -0.3179
O -3.7399 -0.7108 -0.8871 -0.9757
O -3.0462 0.0051 4.5781 -0.4766
O -3.7245 2.5069 -2.0761 -0.8339
O 1.7953 1.9785 -5.6092 -0.3074
N 1.0330 2.2961 4.3577 -0.4243
N 2.9720 4.5329 6.3185 0.9013
N 1.2540 -2.8153 -2.8850 0.3053
N 0.0601 3.2334 1.1382 -0.5132
C -0.8075 3.4286 -1.3030 -0.5343
C 1.5497 -0.4957 -2.4497 -0.5071
C 0.9313 -1.7888 -1.8960 -0.8446
C 0.7500 -4.7404 -1.5377 -0.5046
C -0.3339 3.3219 0.0658 0.4664
C 2.1849 -2.4501 -3.6605 0.0403
C -3.2991 3.1419 5.7992 0.1519
C 0.5847 -4.1058 -2.9040 -0.9189
C -1.9670 0.3568 4.0150 0.1893
C -4.6014 3.3060 6.6177 -1.2055
C 1.0457 -6.2271 -1.5070 -0.2791
C 1.2669 3.3411 -7.4227 -0.4367
C 1.1721 -6.5388 -0.0350 -1.4391
C -0.6417 -0.4895 4.7472 -0.3806
C 1.5258 1.9097 -7.0203 -0.2968
C 2.6343 -1.0776 -3.3708 -0.7660
H 2.0352 2.3451 4.5377 0.3649
H -1.6862 1.4301 4.1088 -0.0470
H -0.1815 -4.6265 -1.0002 0.1849
H 0.5680 2.9038 5.0317 0.3547
H -5.3591 3.8383 6.0314 0.3495
H 2.5445 -3.1257 -4.4114 0.4762
H -1.8871 3.6059 -1.3202 0.2722
H 1.9436 -6.4884 -2.0513 0.4817
H 0.6427 1.2860 -7.1737 0.2995
H 0.1353 -6.5923 0.3521 -0.0417
H 2.1964 3.9028 -7.5302 0.3069
H 0.8227 0.1040 -2.9631 0.2388
H -3.6177 2.6323 4.8363 0.1016
H 0.6843 3.4241 -8.3345 0.3146
H -3.0169 4.1569 5.4422 0.2417
H 0.6432 1.1563 4.4686 0.3533
H -0.7501 -0.2768 5.8229 0.2870
H 0.8414 2.6333 3.4153 0.2759
H 1.9737 -0.0414 -1.5729 0.3564
H 1.5003 -4.2061 -0.9725 0.4692
H 1.7346 -7.4374 0.1620 0.4186
H 1.6630 -5.6928 0.4325 0.5515
H -0.9256 -1.5486 4.6532 0.2918
H 2.3753 1.4769 -7.5423 0.3063
H -0.4675 -3.9534 -3.0848 0.2901
H -0.2994 4.2432 -1.8153 0.2314
H 1.5818 -2.0322 -1.0604 0.2948
H 2.8077 -0.5447 -4.2790 0.3542
H -5.0121 2.3353 6.8926 0.2919
H 0.9752 -4.7422 -3.6783 0.4753
H -0.6059 2.5010 -1.8281 -0.0012
H -4.4078 3.8829 7.5203 0.2911
H -1.8780 0.1441 2.9286 0.2756
H -0.0603 -1.7818 -1.4718 0.5864
H 3.5363 -1.1964 -2.7774 0.3194
H 0.1918 -6.7285 -1.9284 0.3285

***

88
Properties=species:S:1:pos:R:3:mulliken_charge:R:1 method="wB97M-V/def2-TZVPD" gap_ev="7.30 / 7.64" multiplicity=2 total_energy_ha=-4798.59841 total_charge=+3 homo_energy_ev="-16.878 / -16.878" de_lowest_ev=0.0000
I 0.0745 -2.8203 -3.0602 0.4635
Ge 1.7119 0.3601 1.1020 1.4770
Ti -1.0061 -1.3028 -0.7711 0.0209
O -0.6549 3.5392 -2.7790 -0.6073
O 0.9786 -0.4022 -0.6120 0.0076
N -2.3328 -2.7935 0.7329 0.9822
N -1.2312 0.2353 -2.4562 0.2806
N 0.3352 -2.8165 0.1812 -0.5336
N -1.9858 -0.0155 0.7598 -0.1114
N -2.9484 -1.8232 -1.7535 -0.0297
N 3.4477 1.1833 -2.7724 -0.5739
C 0.7434 4.1735 2.7196 -0.8179
C 1.4037 2.4215 -2.9155 0.1177
C -3.3512 -3.5068 -0.0726 -1.0026
C -1.4514 -3.7936 1.3895 -1.1730
C 2.4079 -0.4292 3.7631 -1.2683
C -2.9970 -1.9656 1.7732 -1.6247
C -4.0190 -2.5385 -1.0227 -0.9568
C 0.6010 3.5716 -3.4504 -0.8620
C 2.7646 2.2382 -3.1796 -1.1355
C 3.7243 -0.9212 -1.5971 -1.1682
C -0.0494 -1.3732 -5.6779 -0.6704
C -0.8293 0.8561 -6.0842 -0.7884
C 1.9206 0.8692 5.8815 -1.6359
C -0.6192 1.2152 -1.8690 -1.9626
C -0.8408 -0.0165 -3.8275 0.3732
C 1.5328 2.9632 2.2188 -0.7750
C -0.2010 3.8556 3.8732 -0.9396
C 2.8825 0.2549 -1.9912 0.5693
C -0.2973 -0.3339 -6.5590 -0.8968
C -0.3005 -4.1184 0.4759 -0.7459
C 0.7997 1.4561 -2.1445 1.7085
C 1.5580 0.4092 -1.6119 -0.1612
C -0.3336 -1.2069 -4.3316 0.7079
C 1.3314 0.1737 4.6612 0.2445
C 0.6280 1.9255 1.5220 -0.4687
C 1.8445 -1.0437 2.4609 -0.5980
C -1.1012 1.0105 -4.7351 -0.6274
C -2.1707 -0.7342 2.0518 0.3624
H 0.3946 -4.8151 0.9446 0.5259
H 2.5588 1.7046 5.5865 0.3359
H -4.6843 -3.0648 -1.7065 0.4998
H -1.0572 -3.3617 2.3126 0.5139
H -1.0931 1.6217 -0.9805 1.1772
H -1.0438 1.6645 -6.7702 0.4890
H -4.6279 -1.8055 -0.4956 0.3792
H -0.0820 -0.4643 -7.6105 0.4473
H -1.4824 0.8537 0.9364 0.0214
H -0.1964 1.6666 2.1912 0.1711
H 0.8969 -1.5300 2.7114 0.2517
H 3.4762 -1.3089 -0.6077 0.2220
H 0.6602 -0.6303 4.9847 0.4338
H 0.3412 3.4181 4.7140 0.1879
H -3.9823 -1.6596 1.4211 0.3414
H 0.6942 -2.4370 1.0566 -0.3164
H 3.3108 2.9718 -3.7635 0.5310
H -2.8504 -4.2907 -0.6442 0.5243
H 2.5323 -1.8052 2.0825 0.4600
H 1.4586 4.9322 3.0403 0.4181
H 2.5288 0.1799 6.4676 0.4279
H -3.1624 -2.5420 2.6861 0.4772
H 3.5923 -1.7304 -2.3197 0.3064
H -2.0180 -4.6840 1.6706 0.3503
H 1.1643 -2.9181 -0.4008 0.3676
H 2.0589 2.5065 3.0640 0.2867
H 2.9147 -1.2261 4.3106 0.5512
H -0.6440 -4.5684 -0.4571 0.4255
H 4.7735 -0.6362 -1.6139 0.4169
H -1.1665 4.3270 -2.9966 0.3809
H -1.1828 -0.9922 2.4338 -0.4288
H 0.2245 2.3852 0.6145 0.4947
H 3.1860 0.3102 3.5432 0.3486
H 0.1882 4.6132 1.8852 0.3114
H -2.6544 -0.1006 2.7962 0.7473
H -0.6880 4.7601 4.2332 0.4279
H -2.9043 0.2785 0.4224 0.3783
H -1.5385 1.9254 -4.3585 0.5870
H -3.3030 -0.9586 -2.1591 0.2767
H 3.0805 0.7651 0.5794 0.0163
H 1.1245 4.5108 -3.2589 0.6122
H 0.4767 3.4700 -4.5334 0.3280
H 0.3601 -2.3058 -6.0432 0.4643
H 2.3022 3.2876 1.5140 0.4843
H -0.9980 3.1632 3.5853 0.1767
H -4.0869 -3.9965 0.5717 0.3161
H 0.7152 0.8837 4.0986 -0.0240
H -2.6753 -2.3806 -2.5624 0.2973
H 1.1378 1.2566 6.5317 0.4006

***

Repeat the first record exactly.
70
Properties=species:S:1:pos:R:3:mulliken_charge:R:1 method="wB97M-V/def2-TZVPD" gap_ev="4.48 / 3.82" total_energy_ha=-4034.58599 total_charge=+3 homo_energy_ev="-16.188 / -16.498" de_lowest_ev=0.0000
Lu -0.4023 -0.7141 0.2394 0.9466
Cl -2.3999 -5.8834 2.6910 -0.1371
S -1.6575 1.6091 -0.0591 -0.2895
P -1.1570 -1.1873 -2.3912 0.8832
P 1.2521 -2.8793 -0.3102 0.5527
P 1.5863 -0.1229 2.0616 0.9624
N -1.7700 -2.1609 1.5201 -0.0800
C -0.6091 2.9085 -0.4220 1.0114
C -1.3960 7.6073 -0.3516 -0.4948
C -2.2198 -2.6003 -2.8484 -1.2654
C 2.7702 -2.5384 -1.2978 -1.1624
C 2.0050 -3.8215 1.0802 -1.1695
C -0.2874 7.6890 -1.0987 -0.6357
C 0.3712 2.8258 -1.4097 -0.1538
C 0.1539 -1.3021 -3.6746 -1.2840
C -2.5899 -4.1940 2.5052 -0.1234
C 1.0855 5.0646 -0.8961 -0.7599
C 0.1376 5.1341 0.1408 -0.4931
C 1.9831 -1.1261 3.5369 -1.3847
C -1.6738 -3.5140 1.7012 -0.4320
C -3.6291 -3.5209 3.1367 -0.2180
C 3.2618 0.2831 1.4129 -1.4577
C -2.1532 0.2072 -3.0272 -1.2366
C -3.7092 -2.1451 2.9445 -0.7467
C -0.7417 4.0939 0.3454 -0.7527
C 1.0817 1.4852 2.7832 -1.2747
C 1.2509 3.8859 -1.6189 -0.9751
C 0.5864 -4.3181 -1.2509 -1.1816
C -2.7729 -1.4927 2.1400 -0.1277
H 0.3624 -4.0639 -2.2921 0.3512
H -0.8623 -4.0468 1.2042 0.3409
H -3.0732 0.3194 -2.4301 0.3918
H 1.3928 -0.7659 4.3867 0.4728
H 0.6890 7.8786 -0.6322 0.4340
H 0.0243 1.4249 3.0814 0.4107
H 1.2017 2.2843 2.0417 0.3039
H 3.1384 0.8516 0.4844 0.3419
H 0.9197 -0.5474 -3.4688 0.3145
H -3.1842 -2.4876 -2.3439 0.4258
H 0.0175 6.0405 0.7307 0.9487
H -1.4971 4.1521 1.1264 0.4498
H 3.7927 0.8892 2.1556 0.4827
H -4.4922 -1.5553 3.4061 0.4429
H -0.2954 7.6839 -2.1929 0.2882
H -1.5815 1.1445 -2.9592 0.2707
H 3.2713 -3.4967 -1.4728 0.4389
H 0.6171 -2.2971 -3.6725 0.3768
H -2.4064 -0.0056 -4.0719 0.5034
H 2.7524 -3.2267 1.6191 0.3891
H 1.6582 5.9494 -1.1465 0.4331
H 1.2260 -4.1498 1.7789 0.3439
H -2.8213 -0.4080 1.9798 0.4294
H 2.4855 -4.7046 0.6394 0.5585
H -1.3363 7.7321 0.7361 0.3036
H 2.5037 -2.0761 -2.2532 0.2894
H 3.0535 -1.0335 3.7576 0.4519
H 2.0752 3.7793 -2.3401 0.4557
H 0.9464 0.1625 -0.8335 0.0452
H -4.3425 -4.0741 3.7504 0.4841
H 3.4313 -1.8701 -0.7374 0.2824
H -1.7661 -3.5545 -2.5458 0.3219
H 0.5205 1.8957 -1.9549 0.3477
H -0.3223 -4.6928 -0.7632 0.3296
H 1.3551 -5.1004 -1.2206 0.5982
H 1.7037 1.6800 3.6661 0.4819
H -2.3927 7.5242 -0.7799 0.2921
H -0.3114 -1.1058 -4.6464 0.5262
H -2.3607 -2.5790 -3.9341 0.4425
H 1.7387 -2.1819 3.3554 0.2764
H 3.8113 -0.6406 1.2095 0.4077